{"formula": "C53H46AsF2IN6O7STeW", "method": "the ωB97M-V functional and the def2-TZVPD basis", "e_tot_ev": -173301.254, "charge": 1, "multiplicity": 2, "homo_energy_ha": [-0.29258, -0.30268], "gap_ev": [4.279, 4.557], "elements": ["W", "F", "C", "C", "C", "C", "O", "C", "C", "N", "C", "C", "C", "C", "C", "C", "N", "C", "C", "N", "C", "C", "C", "O", "O", "H", "H", "H", "H", "H", "H", "H", "H", "H", "H", "H", "H", "H", "H", "H", "H", "H", "H", "S", "C", "F", "C", "C", "N", "C", "C", "O", "O", "C", "O", "N", "C", "O", "H", "H", "H", "H", "I", "C", "C", "C", "C", "N", "C", "H", "H", "H", "H", "C", "C", "C", "C", "C", "C", "As", "C", "C", "C", "C", "C", "C", "C", "C", "C", "C", "C", "C", "H", "H", "H", "H", "H", "H", "H", "H", "H", "H", "H", "H", "H", "H", "H", "Te", "C", "C", "C", "C", "C", "C", "H", "H", "H", "H", "H"], "xyz": [[-0.1727, -1.8081, -0.1169], [-1.3536, 4.5530, -1.7877], [-1.0990, 4.1220, -0.5264], [-0.8462, 2.7832, -0.3369], [-0.5210, 2.2940, 0.9425], [-0.1496, 0.9460, 1.1525], [-0.0845, 0.0879, 0.1087], [0.2057, 0.5446, 2.4741], [0.1094, 1.4424, 3.4990], [-0.2793, 2.7348, 3.3162], [-0.6669, 3.5398, 4.4384], [0.1646, 4.7232, 4.8614], [0.1010, 3.5019, 5.7218], [-0.5410, 3.2049, 2.0336], [-0.8150, 4.5391, 1.8119], [-1.0858, 5.0327, 0.5211], [-1.3451, 6.4274, 0.3992], [-0.1843, 7.2948, 0.5299], [-0.6899, 8.6903, 0.9623], [-2.1673, 8.6133, 1.0035], [-2.6963, 8.2900, -0.3421], [-2.2036, 6.8633, -0.6889], [0.7602, -0.8182, 2.7674], [1.2201, -1.0920, 3.8514], [0.7165, -1.6566, 1.7497], [-0.9131, 2.1051, -1.1710], [0.3409, 1.1297, 4.5051], [-1.7481, 3.6509, 4.4988], [-0.3473, 5.6213, 5.1763], [1.0841, 4.9000, 4.3252], [-0.4596, 3.5391, 6.6421], [0.9867, 2.8903, 5.7637], [-0.8037, 5.2328, 2.6356], [0.3800, 7.3700, -0.4096], [0.4807, 6.8747, 1.2844], [-0.3955, 9.4637, 0.2519], [-0.3121, 8.9609, 1.9481], [-2.5871, 9.4605, 1.3908], [-2.3876, 7.7818, 1.5806], [-2.3227, 9.0307, -1.0517], [-3.7856, 8.3373, -0.3291], [-1.6953, 6.8750, -1.6618], [-3.0417, 6.1668, -0.7584], [-2.9162, 0.1257, -1.3983], [-1.8035, -1.0953, -1.3714], [-4.2400, -6.8546, 0.5876], [-3.1781, -7.0204, -0.2083], [-2.0420, -6.3393, 0.0316], [-0.9455, -6.4747, -0.7774], [0.2747, -5.7566, -0.5056], [0.0442, -4.2727, -0.3722], [-1.0514, -3.6794, -0.6539], [0.9348, -3.5117, 0.1554], [-0.9509, -7.3197, -1.8818], [-0.0040, -7.4102, -2.6257], [-2.0999, -8.0450, -2.0346], [-3.2858, -7.9917, -1.2957], [-4.2215, -8.6934, -1.5670], [-1.9725, -5.6669, 0.8771], [0.9586, -5.9710, -1.3430], [0.7458, -6.1116, 0.4214], [-2.1015, -8.7110, -2.8022], [-3.9002, -2.3922, -3.7590], [-1.8827, -2.7606, -3.3129], [-1.2654, -3.8739, -3.7315], [0.1334, -4.0565, -3.4752], [0.7738, -3.1513, -2.6931], [0.1937, -2.0330, -2.1624], [-1.1452, -1.6416, -2.6261], [-1.7978, -4.6451, -4.2660], [0.6344, -4.9225, -3.8687], [1.8376, -3.2700, -2.4380], [-1.0491, -0.7996, -3.3541], [6.6197, -3.4036, -0.0859], [6.5871, -2.0531, -0.4003], [5.3763, -1.3966, -0.5283], [4.1775, -2.0932, -0.3572], [4.2223, -3.4463, -0.0389], [5.4381, -4.0992, 0.0993], [2.4035, -1.1841, -0.4961], [2.6490, -0.3412, -2.2714], [1.6018, 0.4847, -2.6799], [1.5993, 1.0650, -3.9341], [2.6402, 0.7990, -4.8099], [3.6568, -0.0633, -4.4373], [3.6667, -0.6334, -3.1741], [2.9501, 0.3339, 0.6615], [3.5237, 0.0270, 1.8956], [3.7474, 1.0167, 2.8353], [3.3985, 2.3280, 2.5541], [2.8421, 2.6468, 1.3271], [2.6175, 1.6561, 0.3854], [7.5667, -3.9113, 0.0169], [7.5097, -1.5131, -0.5464], [5.3350, -0.3357, -0.7607], [3.2922, -3.9832, 0.1171], [5.4634, -5.1492, 0.3509], [0.7585, 0.6388, -2.0026], [0.7847, 1.7069, -4.2388], [2.6387, 1.2415, -5.7928], [4.4433, -0.3150, -5.1312], [4.4554, -1.3233, -2.8952], [3.7843, -1.0047, 2.1133], [4.1829, 0.7616, 3.7894], [3.5660, 3.1019, 3.2885], [2.5719, 3.6686, 1.0989], [2.1787, 1.9131, -0.5717], [-2.0853, -2.0921, 1.6959], [-4.0051, -2.7020, 0.8480], [-4.0552, -3.5454, -0.2519], [-5.2635, -3.9552, -0.7868], [-6.4506, -3.5065, -0.2409], [-6.4088, -2.6677, 0.8596], [-5.2007, -2.2760, 1.4071], [-3.1411, -3.8958, -0.7088], [-5.2697, -4.6307, -1.6299], [-7.3945, -3.8058, -0.6709], [-7.3265, -2.3218, 1.3081], [-5.1756, -1.6398, 2.2749]], "forces_ev_per_a": [[-0.3, -0.9, 0.1], [0.1, -0.1, 0.4], [0.0, -0.5, -0.6], [0.0, 0.2, 0.4], [-0.4, 1.2, -0.4], [0.6, -3.1, -0.9], [-0.3, 5.6, 2.5], [-0.1, 0.2, -0.9], [-0.3, 0.8, -0.4], [0.2, -0.9, -0.3], [-0.2, 0.5, 0.5], [0.0, 0.0, -0.1], [0.0, -0.1, -0.1], [0.3, -1.0, -0.1], [-0.4, 0.8, -1.0], [0.2, -0.3, 1.4], [0.1, -0.4, -0.2], [0.3, -0.1, 0.0], [0.7, 0.0, 0.0], [-0.3, 0.2, 0.4], [-0.3, -0.2, -0.7], [-0.1, -0.1, -0.3], [-0.3, -0.9, -0.9], [0.0, 0.3, 0.1], [0.3, 0.6, 1.5], [0.1, -0.2, -0.2], [0.0, 0.0, 0.1], [0.2, 0.0, 0.1], [-0.1, 0.0, 0.1], [0.1, -0.1, -0.1], [-0.1, 0.0, 0.0], [0.1, -0.1, 0.0], [-0.1, 0.1, 0.1], [-0.1, 0.0, 0.1], [0.0, 0.1, -0.1], [-0.2, 0.0, 0.1], [-0.2, 0.0, 0.0], [0.0, -0.1, 0.0], [0.0, 0.4, 0.0], [0.0, 0.0, 0.2], [0.1, 0.1, 0.1], [-0.1, 0.0, 0.2], [0.1, 0.2, 0.0], [0.9, -1.2, 0.4], [0.3, 1.0, -0.5], [0.1, -0.1, -0.1], [0.2, 0.3, 0.4], [-1.0, -0.5, 0.1], [0.2, -0.1, -0.4], [0.2, 0.1, 0.0], [-0.7, 0.3, 0.2], [1.1, -1.5, 0.2], [-0.1, -2.0, -0.6], [0.0, 0.3, 0.4], [0.3, -0.2, -0.4], [-0.2, -0.3, -0.4], [0.3, 0.3, 0.2], [-0.3, -0.1, 0.0], [0.0, 0.1, -0.1], [-0.2, 0.2, 0.4], [-0.1, 0.1, -0.1], [0.0, 0.2, 0.1], [0.3, -0.2, -0.2], [-0.4, -0.3, -0.3], [-0.7, 0.5, 0.1], [0.8, 0.5, 0.6], [0.6, -0.5, -0.7], [-1.0, 0.1, 0.6], [-0.4, 0.4, -1.2], [-0.2, 0.0, -0.1], [0.2, -0.1, -0.1], [-0.4, -0.1, -0.1], [-0.1, -0.2, 0.2], [0.0, -0.1, 0.0], [0.0, 0.1, 0.0], [-0.5, 0.3, 0.0], [-0.6, -0.4, 0.2], [-0.4, 0.0, 0.0], [0.1, 0.0, 0.0], [3.0, 1.6, -0.9], [-0.4, -0.2, 0.2], [-0.2, 0.1, 0.3], [0.1, 0.1, 0.1], [0.0, -0.1, -0.1], [0.0, 0.0, 0.0], [-0.1, -0.2, 0.5], [-0.4, -0.3, 0.1], [0.0, -0.2, -0.3], [0.1, 0.0, 0.1], [0.0, 0.1, 0.1], [0.0, 0.0, -0.1], [0.0, -0.2, -0.3], [0.1, 0.0, 0.0], [0.1, 0.1, 0.0], [0.2, -0.1, 0.0], [0.1, 0.0, 0.0], [0.0, -0.1, 0.0], [0.2, 0.0, -0.3], [-0.1, 0.0, 0.0], [0.0, 0.0, -0.2], [0.1, 0.0, -0.1], [0.0, 0.1, -0.1], [0.0, 0.1, 0.1], [0.0, 0.0, 0.1], [0.1, 0.1, 0.1], [0.0, 0.1, 0.0], [0.0, 0.0, 0.0], [-1.9, -0.5, 1.0], [0.8, 0.2, -0.2], [0.4, -0.1, -0.1], [-0.1, -0.1, 0.1], [0.0, 0.0, -0.1], [-0.2, 0.0, 0.1], [0.3, 0.1, 0.2], [-0.1, 0.0, 0.0], [0.0, 0.0, -0.1], [-0.1, 0.0, 0.0], [-0.1, 0.1, 0.1], [-0.1, 0.2, 0.2]], "mulliken_spin": [0.67, 0.00, 0.00, 0.02, 0.01, 0.00, 0.00, 0.02, 0.01, 0.01, 0.00, 0.00, 0.00, 0.00, 0.00, 0.00, 0.00, 0.00, 0.00, 0.00, 0.00, 0.00, 0.01, 0.00, -0.03, 0.00, 0.00, 0.00, 0.00, 0.00, 0.00, 0.00, 0.00, 0.00, 0.00, 0.00, 0.00, 0.00, 0.00, 0.00, 0.00, 0.00, 0.00, 0.06, 0.03, 0.00, 0.00, -0.01, 0.00, 0.00, 0.09, -0.02, -0.03, 0.00, 0.00, 0.00, 0.00, 0.00, 0.01, 0.00, 0.00, 0.00, 0.00, 0.01, -0.01, 0.03, -0.02, 0.08, -0.04, 0.00, 0.00, 0.00, -0.02, 0.00, 0.00, 0.00, 0.00, 0.00, 0.00, 0.05, -0.01, 0.01, 0.00, 0.00, 0.00, 0.00, 0.01, 0.00, 0.00, 0.00, 0.00, 0.00, 0.00, 0.00, 0.00, 0.00, 0.00, -0.02, 0.00, 0.00, 0.00, 0.00, 0.00, 0.00, 0.00, 0.00, 0.00, 0.06, 0.00, 0.01, 0.00, 0.00, 0.00, 0.00, -0.01, 0.00, 0.00, 0.00, 0.00]}